1.
Below is 3 unconnected molecules or ions with the total composition C8H18BClN3O4PSi, with properties calculated with ωB97M-V/def2-TZVPD.

HOMO-LUMO gap	5.5	eV
charge	0
total energy	-1896.482888	Eh
LUMO energy	0.4	eV

```
37
Properties=species:S:1:pos:R:3:forces:R:3:lowdin_charge:R:1
C -2.6380 -2.6515 -2.1570 -0.3 -0.2 1.2 -0.135
C -1.2967 -2.5288 -1.1772 -1.7 -2.7 -0.1 -0.317
O -1.4317 -1.3430 -0.3408 2.2 0.6 -1.9 -0.332
Si -0.4541 0.0110 -0.8019 -0.1 -1.0 1.1 0.143
Cl 0.7564 -0.1722 -2.5356 -0.2 -0.3 0.0 0.274
P 0.7645 0.5478 0.9969 -1.6 0.3 -1.9 0.699
O -0.3129 0.8411 2.1431 -2.7 2.9 -10.1 -0.445
B -1.6709 1.5160 -1.1334 -1.7 2.4 -0.7 -0.528
O -2.0227 1.8904 -2.5325 2.2 0.5 2.6 -0.013
O -2.1822 2.1983 0.0755 -1.2 -2.8 -2.7 -0.017
H -3.5345 -2.2469 -1.4811 2.0 -0.7 -1.6 0.092
H -2.5347 -2.0612 -3.1632 -0.4 -1.1 2.3 0.051
H -2.9005 -3.7976 -2.3578 0.8 2.6 0.2 0.078
H -0.2852 -2.6646 -1.7417 -1.8 0.7 0.9 0.085
H -1.3798 -3.4723 -0.4470 0.3 2.1 -1.4 0.130
H 1.5807 1.7048 0.7206 -0.4 -1.3 0.1 -0.053
H 1.5491 -0.6439 1.2763 -0.3 1.0 0.6 -0.009
H -1.1791 2.0650 -3.0558 -1.6 -0.8 0.9 0.090
H -2.7627 1.4930 0.5271 1.6 1.6 -0.4 0.122
C 1.9785 3.7864 3.4887 0.6 -0.5 -0.9 -0.069
C 2.7137 3.1197 2.3375 4.1 -3.4 -6.1 -0.206
N 3.3235 2.5667 1.3824 -4.6 4.6 7.7 0.076
H 1.7658 4.8299 3.2408 0.1 -0.2 -0.1 0.079
H 1.0357 3.2665 3.6799 0.2 0.0 -0.2 0.061
H 2.5931 3.7533 4.3926 0.0 0.0 -0.2 0.074
C 1.7274 0.3734 5.8497 -0.3 0.6 -0.9 -0.066
C 0.9791 0.4422 4.5285 -2.6 0.7 -4.8 -0.039
N 0.3584 0.4992 3.4323 7.4 -5.2 17.1 -0.094
H 2.3522 -0.5234 5.8781 -0.2 0.1 -0.2 0.077
H 2.3643 1.2549 5.9637 0.0 -0.1 0.1 0.060
H 1.0161 0.3383 6.6796 0.0 0.0 -0.3 0.078
C 0.3367 -2.1185 -5.8496 -0.9 -0.7 0.6 -0.083
C -0.7586 -2.9214 -5.1670 -5.9 -4.4 3.7 -0.175
N -1.6674 -3.5874 -4.6007 7.5 5.1 -5.0 0.101
H -0.0332 -1.1204 -6.0993 0.0 -0.2 0.1 0.076
H 1.1987 -2.0226 -5.1836 -0.2 -0.1 0.0 0.060
H 0.6507 -2.6221 -6.7681 -0.1 0.0 0.2 0.074
```
Forces are in eV/Å.


2.
Below is 6 unconnected molecules or ions with the total composition C32H51BrCl20NO4, with properties calculated with ωB97M-V/def2-TZVPD.

HOMO-LUMO gap	8.7	eV
charge	+1
total energy	-13383.118411	Eh
LUMO energy	-2.8	eV

```
109
Properties=species:S:1:pos:R:3:forces:R:3:lowdin_charge:R:1
C -2.0257 -12.2663 -2.0419 -0.7 -0.4 0.0 -0.113
C -3.5218 -12.1732 -1.6743 0.5 1.0 0.0 -0.249
C -3.8452 -10.6951 -1.3416 0.5 -0.1 -0.3 -0.238
C -4.2997 -9.9212 -2.5928 -0.4 -0.1 1.0 -0.209
C -4.8604 -8.5213 -2.2139 0.6 -0.8 -0.9 -0.205
C -4.0832 -7.3761 -2.8736 -0.7 0.6 0.2 -0.201
C -4.9445 -6.0748 -2.9324 0.8 -0.6 0.9 -0.194
C -4.2910 -4.9123 -2.1595 -0.3 0.6 -1.0 -0.208
C -3.4612 -3.9605 -3.0613 -0.3 0.0 0.4 -0.188
C -3.6148 -2.4583 -2.7008 0.9 -0.6 0.1 -0.184
C -2.3099 -1.8193 -2.1590 -0.3 0.5 -0.5 -0.185
C -2.1172 -0.3547 -2.6366 -0.5 -0.1 0.6 -0.185
C -2.1465 0.6845 -1.4828 -0.1 0.6 -0.9 -0.173
C -1.2589 1.9209 -1.8087 -0.1 -0.8 0.9 -0.129
C -0.2646 2.2940 -0.7014 1.5 0.0 -2.5 -0.284
C 1.0166 2.9242 -1.3553 -1.7 -0.1 2.1 -0.076
C 1.8223 3.3140 -0.0810 -0.9 0.2 -1.1 -0.289
C 3.0054 4.2300 -0.4314 0.3 -0.6 0.5 -0.136
C 4.2984 3.4131 -0.6385 -0.3 0.0 -0.9 -0.174
C 4.3765 2.6445 -1.9745 0.7 0.2 0.0 -0.147
C 4.8276 3.5051 -3.1844 -0.6 -0.3 0.2 -0.163
O 6.1516 3.1467 -3.6123 0.3 0.6 0.8 -0.037
C 7.1081 3.4467 -2.6899 2.4 -3.2 1.5 -0.313
O 7.8120 2.5511 -2.1963 -1.9 2.6 -1.5 0.069
C 0.6873 3.8351 0.9009 -0.1 0.4 -0.6 -0.599
Br 0.7386 2.6223 2.4457 -0.2 0.5 0.0 0.928
C 0.5242 5.3457 1.1817 0.5 0.2 1.3 -0.142
C 0.5975 5.8091 2.6617 0.3 0.8 -0.3 -0.187
C 2.0307 6.1358 3.1714 -1.2 -0.4 0.3 -0.077
C 2.5435 5.2664 4.2997 3.5 -0.5 0.8 -0.477
O 3.7546 5.2455 4.5845 -2.9 0.0 -0.8 0.050
O 1.6618 4.4951 4.9794 -0.1 0.6 -1.0 0.012
N -0.6162 3.4433 0.1848 -0.1 -1.9 -0.1 0.069
H -1.4192 -12.3050 -1.1374 0.1 0.1 -0.1 0.071
H -1.8257 -13.1652 -2.6262 0.2 0.1 0.0 0.066
H -1.7682 -11.3836 -2.6276 0.3 -0.1 -0.1 0.063
H -3.7518 -12.8216 -0.8303 -0.1 -0.1 -0.1 0.099
H -4.1284 -12.4241 -2.5458 -0.1 -0.4 0.2 0.095
H -2.9212 -10.2115 -1.0000 -0.1 0.0 0.3 0.107
H -4.5632 -10.5820 -0.5271 -0.2 -0.1 -0.2 0.103
H -5.0816 -10.5252 -3.0608 0.0 0.2 -0.2 0.104
H -3.4763 -9.8514 -3.3057 0.0 0.0 0.0 0.103
H -5.9085 -8.5157 -2.5171 0.0 0.3 0.1 0.106
H -4.8147 -8.4278 -1.1276 -0.2 0.2 0.0 0.106
H -3.2009 -7.1678 -2.2626 0.1 -0.1 -0.2 0.104
H -3.7289 -7.6314 -3.8729 -0.1 -0.2 0.0 0.105
H -5.1507 -5.8145 -3.9707 -0.1 0.2 0.1 0.104
H -5.8922 -6.2959 -2.4389 -0.1 0.0 -0.2 0.097
H -3.6606 -5.2812 -1.3497 -0.2 -0.1 0.2 0.103
H -5.1054 -4.3089 -1.7487 0.1 0.0 0.3 0.092
H -2.4003 -4.2174 -3.0217 0.0 -0.1 -0.1 0.101
H -3.7939 -4.1173 -4.0886 0.1 0.1 0.0 0.101
H -4.3737 -2.3673 -1.9248 -0.3 0.2 -0.3 0.098
H -3.9041 -1.9323 -3.6103 -0.2 0.1 0.2 0.100
H -1.4516 -2.4058 -2.4870 0.0 -0.1 0.1 0.103
H -2.3391 -1.8105 -1.0697 0.2 -0.3 0.0 0.066
H -2.9606 -0.1057 -3.2832 0.2 0.0 -0.2 0.103
H -1.2163 -0.2558 -3.2453 0.1 0.0 0.1 0.103
H -3.1723 1.0532 -1.4261 -0.1 -0.3 0.5 0.113
H -1.8724 0.2261 -0.5327 0.1 0.1 0.0 0.072
H -0.6433 1.6132 -2.6541 0.1 0.3 -0.1 0.106
H -1.8525 2.7787 -2.1367 0.0 0.1 0.0 0.127
H 0.1391 1.4120 -0.2094 -0.8 0.1 0.8 0.146
H 0.6188 3.8251 -1.8346 0.7 -0.1 -0.8 0.139
H 1.4309 2.1535 -1.9904 0.4 0.5 -0.3 0.121
H 2.0869 2.3478 0.3411 0.8 0.2 0.1 0.093
H 2.7563 4.7646 -1.3515 0.1 0.2 0.1 0.124
H 3.2091 4.9674 0.3487 -0.1 0.0 0.0 0.093
H 4.4428 2.6872 0.1627 0.0 0.3 0.2 0.124
H 5.1247 4.1239 -0.6539 0.1 -0.2 0.3 0.045
H 3.4688 2.0967 -2.2222 0.0 0.1 0.1 0.090
H 5.1566 1.8869 -1.8655 -0.1 -0.1 0.0 0.120
H 4.7708 4.5745 -2.9535 0.1 0.0 -0.1 0.123
H 4.1897 3.2823 -4.0358 0.1 0.2 -0.1 0.124
H 7.3223 4.4860 -2.3662 -0.7 -0.1 -0.6 0.092
H -0.4376 5.7083 0.8129 -0.1 -0.3 -0.1 0.118
H 1.2745 5.9301 0.6459 0.1 -0.3 -0.2 0.117
H 0.0720 6.7663 2.6813 -0.2 -0.1 0.0 0.118
H 0.0593 5.1616 3.3495 0.1 -0.1 -0.1 0.039
H 2.7442 6.1351 2.3495 0.3 -0.2 0.2 0.080
H 2.0250 7.1617 3.5433 0.1 0.0 0.1 0.137
H 2.1662 3.8256 5.4610 0.2 0.2 0.3 0.131
H -0.9435 4.1142 -0.5115 0.0 0.6 0.5 0.169
H -1.3648 3.2245 0.8444 0.0 0.2 0.1 0.172
C 6.2026 7.3667 0.7748 0.0 0.1 0.1 -2.031
Cl 5.6661 6.5339 2.2312 -0.1 0.0 0.1 0.574
Cl 4.8491 8.2887 0.0917 0.0 0.0 0.0 0.517
Cl 7.5313 8.4538 1.1447 -0.2 0.0 0.1 0.544
Cl 6.7331 6.1608 -0.4000 0.1 0.1 -0.1 0.548
C -1.6613 4.4824 7.0324 0.0 0.1 0.0 -2.036
Cl -1.4183 3.8150 5.3977 -0.2 -0.1 0.2 0.507
Cl -1.4059 6.2302 6.9651 0.0 0.0 0.0 0.538
Cl -3.2917 4.1389 7.5986 0.0 0.2 -0.2 0.524
Cl -0.4978 3.7534 8.1425 0.0 0.0 -0.1 0.535
C -4.2295 -0.0378 8.6291 0.1 0.1 0.1 -2.051
Cl -3.9624 -0.7981 10.1983 0.0 0.0 -0.1 0.545
Cl -4.4543 -1.2784 7.4016 -0.1 -0.2 0.0 0.507
Cl -5.6646 0.9918 8.7079 0.0 0.0 0.0 0.529
Cl -2.8257 0.9455 8.1946 0.1 -0.2 0.1 0.485
C 10.9263 7.3625 -1.1800 0.0 0.0 0.0 -2.050
Cl 10.2225 5.7983 -1.6197 0.0 0.0 0.0 0.512
Cl 11.4380 7.3197 0.5098 0.0 0.0 0.0 0.528
Cl 12.3189 7.6884 -2.2119 0.0 0.0 0.0 0.540
Cl 9.7200 8.6396 -1.3936 0.1 0.0 -0.2 0.495
C -3.0877 -2.7990 2.7635 0.0 -0.2 0.0 -2.058
Cl -4.3937 -3.3811 1.7359 0.0 0.0 -0.1 0.539
Cl -2.1829 -1.5314 1.9099 0.1 0.1 0.0 0.501
Cl -3.7640 -2.1334 4.2426 0.0 0.1 0.1 0.513
Cl -1.9988 -4.1321 3.1509 0.0 0.1 0.0 0.543
```
Forces are in eV/Å.


3.
Below is 2 unconnected molecules or ions with the total composition C6H11N3O, with properties calculated with ωB97M-V/def2-TZVPD.

energy above the lowest of the compared OMol25 structures with the same formula, charge and spin	2.111	eV
HOMO-LUMO gap	8.9	eV
charge	0
total energy	-474.688567	Eh
SMILES	Cc1c[nH]cn1.CC(N)=O
LUMO energy	0.7	eV

```
21
Properties=species:S:1:pos:R:3:forces:R:3:lowdin_charge:R:1
C -1.3532 1.7188 -3.1872 0.6 0.1 -3.2 -0.077
C -0.4699 1.2363 -2.1326 2.5 0.5 2.7 -0.361
C 0.9327 -0.2272 -1.3740 -1.5 0.6 0.4 -0.182
C 0.3423 1.8389 -1.0680 -2.3 0.9 -2.4 -0.076
N -0.0935 -0.0486 -2.2527 3.0 -1.0 1.9 0.074
N 1.1680 0.8791 -0.5676 -1.1 -0.3 -2.1 0.040
H 1.4453 -1.1269 -1.1567 0.2 -0.8 -0.1 0.085
H -2.1840 2.2644 -2.9561 -2.0 2.0 1.5 0.021
H -1.8987 0.9262 -3.8011 1.6 0.4 0.8 0.104
H 1.7377 1.0310 0.2570 0.1 -0.5 -0.5 0.151
H 0.4854 2.9099 -0.8762 -0.3 -0.7 0.3 0.106
H -0.7755 2.3964 -3.9032 -0.7 -1.0 0.7 0.103
C -1.2943 -0.5520 2.5263 -0.3 0.0 1.3 0.001
C 0.0795 -1.2189 2.5353 -3.9 -1.1 -2.3 -0.644
O 0.7526 -1.3706 3.4682 3.4 1.1 4.9 0.082
N 0.3583 -2.0235 1.4811 0.6 -0.2 -1.2 0.125
H 1.2475 -2.5457 1.6683 -1.7 0.3 -0.8 0.137
H -0.3525 -2.2192 0.7781 0.9 -0.1 0.1 0.103
H -1.3978 0.4461 2.2072 0.4 1.0 -1.9 0.056
H -1.7640 -0.3057 3.4793 0.9 -0.9 1.0 0.082
H -2.0159 -1.2365 2.1337 -0.4 -0.1 -1.0 0.069
```
Forces are in eV/Å.


4.
Below is a single CH2BrNO molecule, with properties calculated with ωB97M-V/def2-TZVPD.

energy above the lowest of the compared OMol25 structures with the same formula, charge and spin	0.082	eV
HOMO-LUMO gap	11.1	eV
charge	0
total energy	-2743.319608	Eh
SMILES	NC(=O)Br
LUMO energy	0.6	eV

```
6
Properties=species:S:1:pos:R:3:forces:R:3:lowdin_charge:R:1
C 0.3759 0.5160 -0.0250 2.1 4.3 1.4 -0.837
N -0.6848 -0.2775 0.0474 -0.9 0.3 -0.2 0.079
O 0.5335 1.7622 0.0700 -1.1 -5.3 -1.1 -0.022
Br 1.9572 -0.7120 -0.0408 0.0 0.6 0.0 0.610
H -1.5699 -0.0554 -0.3315 -0.8 1.0 -0.1 0.107
H -0.6119 -1.2334 0.2799 0.7 -0.9 0.0 0.062
```
Forces are in eV/Å.